1.
The following is a quantum chemistry calculation of a molecular structure, C19H33CrF12N2O15S4, from the OMol25 dataset.

charge: -1
2S+1: 5
<S²>: 6.028
LUMO (spin up / spin down): 0.73 / -0.77 eV
HOMO level (spin up / spin down): -5.2 / -5.2 eV

Last column: Mulliken charge in e.
Cartesian coordinates (Å):
Cr -0.03 0.44 -0.33  1.619
C 0.00 4.33 -2.90  0.591
F 0.59 5.43 -2.45  -0.234
F -1.15 4.12 -2.24  -0.152
F -0.28 4.43 -4.25  -0.250
S 1.25 2.87 -2.67  1.506
O 1.26 1.98 -3.89  -0.687
O 2.51 3.52 -2.52  -0.720
O 0.77 2.08 -1.53  -0.023
C -2.82 -1.03 -4.02  0.687
F -2.51 -2.23 -3.51  -0.198
F -2.94 -1.13 -5.34  -0.221
F -3.91 -0.54 -3.53  -0.216
S -1.40 0.16 -3.52  1.466
O -1.89 1.51 -3.59  -0.710
O -0.90 -0.03 -2.14  -0.462
O -0.22 0.03 -4.44  -0.672
C 3.09 2.61 2.89  0.422
F 2.04 3.33 3.36  -0.186
F 4.24 3.13 3.20  -0.184
F 2.96 1.44 3.59  -0.240
S 2.74 2.15 1.09  1.474
O 1.51 1.25 0.87  -0.238
O 2.43 3.41 0.47  -0.632
O 3.98 1.67 0.48  -0.721
C 3.69 -2.09 -2.31  0.540
F 3.96 -2.46 -1.04  -0.219
F 4.80 -1.81 -3.00  -0.209
F 3.15 -3.14 -2.90  -0.232
S 2.68 -0.44 -2.39  1.266
O 1.56 -0.38 -1.40  -1.631
O 3.59 0.62 -2.13  -0.587
O 2.10 -0.37 -3.73  -0.570
C -0.78 -2.83 -1.24  -1.435
C -0.40 -3.37 0.14  2.397
C 0.45 -4.64 -0.13  -1.278
C 1.27 -5.02 1.04  -1.078
C 2.09 -3.90 1.62  -0.945
C 1.13 -2.75 2.06  1.133
N 0.30 -2.29 0.92  1.303
O -0.46 -1.02 1.16  -0.626
C 2.11 -1.55 2.45  -2.070
C 0.29 -3.01 3.31  -1.649
C -1.74 -3.91 0.77  -1.946
H -1.13 -3.64 -1.88  0.562
H 0.11 -2.31 -1.59  0.078
H -1.51 -2.02 -1.30  -0.947
H 1.09 -4.68 -1.01  0.512
H -0.07 -5.59 -0.27  0.401
H 1.93 -5.89 0.98  0.515
H 0.68 -5.58 1.76  0.417
H 2.93 -3.63 0.99  0.286
H 2.53 -4.24 2.56  0.479
H 1.60 -0.60 2.60  0.225
H 2.78 -1.30 1.62  0.387
H 2.69 -1.73 3.36  0.657
H 0.84 -2.91 4.25  0.496
H -0.09 -4.03 3.41  0.341
H -0.54 -2.31 3.45  0.175
H -2.26 -3.13 1.32  0.409
H -1.78 -4.70 1.52  0.359
H -2.52 -4.31 0.12  0.444
C -3.73 -0.89 -0.16  -0.939
O -2.64 0.02 -0.33  0.382
C -3.27 1.39 -0.17  -1.482
C -2.16 2.35 -0.34  -0.220
N -0.95 2.11 0.52  1.382
C -1.25 2.44 1.88  -0.776
C -1.33 3.90 2.28  -1.195
O -0.64 4.75 1.35  -0.264
C -0.53 6.09 1.85  -1.006
H -3.11 -1.78 -0.04  0.061
H -4.41 -1.00 -1.01  0.188
H -4.27 -0.66 0.76  0.437
H -3.58 1.45 0.87  0.601
H -4.11 1.53 -0.85  0.420
H -2.74 3.26 -0.22  0.539
H -1.92 2.12 -1.38  -0.269
H -0.49 2.98 0.33  -0.347
H -0.47 2.11 2.56  0.262
H -2.18 2.08 2.33  0.260
H -0.88 3.93 3.28  0.517
H -2.33 4.30 2.45  0.481
H -1.09 6.36 2.75  0.378
H -0.80 6.81 1.08  0.305
H 0.51 6.38 2.06  0.306

2.
The following is a quantum chemistry calculation of 6 unconnected molecules or ions with the total composition C20H55ClN5O9, from the OMol25 dataset.

charge: -1
relative energy (zero: lowest compared OMol25 entry of this formula, charge and spin): 1.285 eV
LUMO: 2.52 eV
HOMO level: -6.2 eV

Last column: Mulliken charge in e.
Cartesian coordinates (Å):
Cl 0.73 -1.93 0.25  1.568
O 0.85 -2.56 1.55  -0.664
O 0.32 -2.94 -0.67  -0.695
O -0.20 -0.82 0.29  -0.445
O 1.99 -1.35 -0.20  -0.725
C -4.66 1.64 2.05  -0.843
C -4.88 0.12 1.95  0.344
C -3.67 -0.54 1.31  0.093
O -3.84 -1.95 1.40  -0.406
C -3.09 -2.66 0.45  -0.376
N -5.09 -0.45 3.29  -0.673
H -5.62 2.16 2.01  0.412
H -3.99 1.96 1.24  0.115
H -4.05 1.85 2.93  0.075
H -5.82 -0.03 1.42  0.474
H -2.70 -0.34 1.77  -0.030
H -3.53 -0.20 0.27  -0.055
H -2.88 -3.69 0.74  0.251
H -2.07 -2.26 0.34  -0.042
H -3.60 -2.58 -0.52  0.301
H -4.52 0.06 3.96  0.120
H -6.02 -0.25 3.65  0.278
C 1.76 -6.31 -4.62  -1.302
C 2.71 -5.11 -4.38  0.389
C 3.01 -4.37 -5.66  -0.604
O 3.71 -5.27 -6.54  -0.282
C 4.41 -4.58 -7.53  -0.757
N 2.04 -4.19 -3.48  -0.571
H 2.29 -7.08 -5.18  0.315
H 0.91 -5.93 -5.19  0.306
H 1.41 -6.59 -3.63  0.393
H 3.64 -5.47 -3.93  0.209
H 3.65 -3.50 -5.46  0.382
H 2.11 -4.07 -6.22  0.293
H 5.07 -3.80 -7.12  0.296
H 3.81 -3.98 -8.24  0.295
H 5.00 -5.28 -8.13  0.266
H 1.81 -4.55 -2.55  0.182
H 2.56 -3.35 -3.25  0.191
C -1.05 0.25 6.44  -1.494
C -1.31 0.29 4.93  1.388
C -1.05 1.62 4.26  -0.809
O -1.50 1.66 2.94  0.033
C -0.85 2.57 2.10  -0.393
N -0.61 -0.85 4.32  -0.556
H -1.12 1.23 6.92  0.348
H -0.07 -0.15 6.68  0.351
H -1.84 -0.32 6.93  0.374
H -2.37 0.07 4.78  -0.534
H 0.01 1.89 4.36  0.144
H -1.56 2.42 4.82  0.423
H -1.29 2.70 1.11  -0.059
H 0.17 2.24 1.90  0.094
H -0.89 3.57 2.56  0.409
H -0.32 -0.65 3.36  -0.026
H 0.31 -0.96 4.74  0.332
C -1.41 5.00 -4.52  -1.332
C -1.27 3.48 -4.48  0.224
C -1.96 2.91 -3.24  -0.659
O -1.68 1.52 -3.16  -0.374
C -2.15 0.98 -1.93  -0.584
N -1.84 2.85 -5.70  -0.647
H -2.48 5.23 -4.54  0.333
H -1.09 5.45 -5.47  0.395
H -0.91 5.44 -3.66  0.345
H -0.24 3.14 -4.36  0.289
H -3.06 2.94 -3.27  0.328
H -1.55 3.45 -2.38  0.287
H -3.24 1.08 -1.84  0.376
H -1.70 1.54 -1.11  0.186
H -1.89 -0.07 -1.92  0.291
H -1.40 3.37 -6.46  0.261
H -2.82 3.14 -5.70  0.278
C 3.29 1.56 4.57  -1.685
C 2.71 1.33 3.20  1.488
C 3.66 1.71 2.05  -0.741
O 3.91 3.11 1.95  -0.438
C 5.04 3.65 2.59  -0.697
N 2.37 -0.11 3.07  -0.346
H 3.56 2.59 4.82  0.336
H 4.25 1.05 4.73  0.402
H 2.68 1.21 5.41  0.376
H 1.76 1.84 3.06  -0.722
H 3.26 1.40 1.09  0.296
H 4.62 1.18 2.16  0.490
H 5.71 2.84 2.91  0.314
H 4.72 4.18 3.49  0.230
H 5.58 4.34 1.94  0.251
H 3.31 -0.51 3.10  0.337
H 2.07 -0.23 2.10  0.010

3.
The following is a quantum chemistry calculation of a gas-phase ion, C5H10N5 (charge +1), from the OMol25 dataset.

charge: +1
2S+1: 3
relative energy (zero: lowest compared OMol25 entry of this formula, charge and spin): 1.163 eV
<S²>: 2.061
LUMO (spin up / spin down): -3.10 / -5.05 eV
HOMO level (spin up / spin down): -10.2 / -11.8 eV

Last column: Mulliken charge in e.
Cartesian coordinates (Å):
C -0.29 -0.40 -1.32  -0.068
C 0.78 0.34 -0.89  -0.172
C -0.93 0.72 1.11  -0.139
C 2.56 -1.23 -0.65  0.166
C -3.26 0.41 0.47  -0.926
N -1.54 -0.29 -0.92  -0.951
N -1.83 0.34 0.20  0.786
N -1.18 1.70 1.94  -0.241
N 3.85 -1.48 -0.46  -0.324
N 2.08 -0.04 -0.97  -0.160
H -0.21 -1.05 -2.19  0.457
H 1.84 -2.01 -0.45  0.364
H -3.64 1.39 0.19  0.315
H -3.75 -0.34 -0.15  0.327
H -3.45 0.22 1.52  0.355
H -1.97 2.33 1.86  0.219
H -0.52 1.88 2.69  0.266
H 4.15 -2.40 -0.18  0.242
H 4.55 -0.80 -0.68  0.219
H 2.75 0.72 -1.12  0.266

4.
The following is a quantum chemistry calculation of a gas-phase ion, C3H11N5 (charge +2), from the OMol25 dataset.

charge: +2
relative energy (zero: lowest compared OMol25 entry of this formula, charge and spin): 3.037 eV
LUMO (spin up / spin down): -10.32 / -10.37 eV
HOMO level (spin up / spin down): -18.0 / -17.8 eV

Last column: Mulliken charge in e.
Cartesian coordinates (Å):
C 0.03 0.05 -0.02  0.848
C 0.49 1.49 0.33  -1.332
C 2.23 -0.74 -0.06  -0.577
N -1.32 -0.21 -0.10  -0.258
N 0.83 -0.98 -0.14  0.641
N -3.51 0.25 -0.14  -0.570
N 0.33 -2.12 -0.13  -0.698
N -2.23 0.61 -0.03  0.456
H 1.30 1.51 1.05  0.359
H -0.28 2.16 0.63  0.312
H 1.03 1.94 -0.45  0.466
H 2.73 -0.38 -1.06  0.292
H 2.27 0.03 0.74  0.244
H 2.80 -1.71 0.25  0.335
H -3.82 -0.73 -0.04  0.315
H -4.16 1.02 0.02  0.301
H 1.01 -2.99 -0.07  0.313
H -0.66 -2.26 -0.31  0.261
H -2.15 1.63 0.13  0.290

Max |F| across the listed records, respectively: 8.11 1.74 2.72 7.55 eV/A.
DFT total energy across the listed records, respectively: -158296.7421 -60023.6265 -12785.5880 -10718.0125 eV.